The following is a DFT calculation (ωB97M-V with the def2-TZVPD basis set) of a structure of composition C37H34GeN3OsS3Sb2.

```
81
Properties=species:S:1:pos:R:3
Os 0.53038 2.02675 -0.00447
C 2.33641 2.23014 2.64079
C 0.90546 2.03244 3.04400
C 0.62125 1.98252 4.40632
C -0.66508 1.76276 4.83969
C -1.65131 1.58748 3.88309
C -1.33063 1.64565 2.53482
N -0.06677 1.87337 2.12432
Sb -3.08152 1.32238 1.31025
C -2.48437 0.05974 -0.31529
C -3.36241 -0.98838 -0.54413
C -3.20865 -1.74962 -1.69390
C -2.21934 -1.39677 -2.58355
C -1.38264 -0.31389 -2.29952
C -0.39814 0.15200 -3.32306
N -1.48986 0.37355 -1.15653
C -3.01252 3.11480 0.13678
C -4.03659 4.03803 0.27782
C -4.07622 5.11741 -0.59503
C -3.11627 5.20448 -1.58019
C -2.10978 4.23984 -1.65209
C -1.04926 4.32064 -2.69930
N -2.05573 3.22580 -0.78672
H 2.82309 2.89558 3.35329
H 2.44625 2.66611 1.65149
H 2.85435 1.26883 2.65936
H 1.43239 2.12155 5.10765
H -0.89877 1.72421 5.89574
H -2.67619 1.40241 4.17808
H -4.14564 -1.21037 0.16934
H -3.86122 -2.59086 -1.89225
H -2.07722 -1.93937 -3.50886
H -0.16663 -0.64054 -4.03399
H 0.52002 0.49739 -2.86048
H -0.82693 0.99729 -3.86893
H -4.79366 3.90845 1.04076
H -4.85640 5.86407 -0.51621
H -3.12779 6.01345 -2.29916
H -1.46659 4.63797 -3.65571
H -0.55355 3.35846 -2.81352
H -0.28671 5.04214 -2.40491
S 2.40731 4.08180 -2.45688
Sb 2.36816 5.46826 -0.49818
S 2.04860 2.16978 -1.66518
S 0.53724 4.41752 0.59267
C 1.45616 0.23681 0.26991
Ge 1.20359 -1.65402 -0.00674
C 2.66630 -2.51759 0.98169
C 3.98972 -2.15992 0.72020
C 5.03992 -2.74165 1.41540
C 4.78163 -3.69667 2.39011
C 3.47233 -4.06255 2.66341
C 2.42443 -3.47519 1.96421
C -0.43287 -2.30076 0.86433
C -1.17397 -3.42387 0.50481
C -2.28403 -3.82095 1.24257
C -2.66780 -3.10564 2.36664
C -1.92303 -2.00109 2.76035
C -0.81763 -1.61300 2.01691
C 1.44448 -2.13270 -1.89874
C 2.45750 -1.45316 -2.57784
C 2.75277 -1.73479 -3.90402
C 2.03276 -2.70727 -4.58295
C 1.02326 -3.39512 -3.92480
C 0.73749 -3.11090 -2.59525
H 2.47895 0.38260 0.62960
H 4.21050 -1.41540 -0.03821
H 6.06005 -2.45152 1.19620
H 5.59922 -4.15304 2.93382
H 3.26465 -4.80621 3.42304
H 1.40576 -3.76942 2.19222
H -0.89263 -4.01523 -0.35551
H -2.84609 -4.69591 0.93916
H -3.53078 -3.41559 2.94265
H -2.19714 -1.44919 3.65218
H -0.23199 -0.75867 2.33895
H 3.00803 -0.66534 -2.07401
H 3.53774 -1.18600 -4.40917
H 2.25614 -2.92804 -5.61912
H 0.45794 -4.15837 -4.44602
H -0.05990 -3.65987 -2.11424
```

Summary:
2S+1   6
M   1123.26 g mol⁻¹
Lowest unoccupied orbital energy (spin up / spin down)   0.03 / -0.64 eV
Gap between HOMO and LUMO (spin up / spin down)   6.3 / 7.1 eV
E_HOMO (spin up / spin down)   -6.256 / -7.712 eV
Total energy   -5437.1756 a.u.

The following is a DFT calculation (ωB97M-V with the def2-TZVPD basis set) of a structure of composition C37H34KN2O4PS2.

```
81
Properties=species:S:1:pos:R:3
K 3.16079 0.49481 0.64792
O -0.64940 -1.11794 -0.05355
C -0.75949 -1.89178 1.11594
C 0.35084 -1.47816 2.16233
O 0.20729 -1.89903 3.32047
O 1.25834 -0.76554 1.68476
C -0.58921 -3.36914 0.72492
C 0.02391 -4.31711 1.53835
C 0.16599 -5.63122 1.10734
C -0.30736 -6.02346 -0.13634
C -0.93484 -5.08571 -0.94785
C -1.07407 -3.77466 -0.51806
C -2.15848 -1.70210 1.70455
C -2.59036 -2.44645 2.80301
C -3.85857 -2.26026 3.32831
C -4.72651 -1.33117 2.76392
C -4.30832 -0.59550 1.66684
C -3.03507 -0.78230 1.13891
H 0.13969 -0.52704 0.00729
H 0.40609 -4.00624 2.50224
H 0.66299 -6.35073 1.74823
H -0.18834 -7.04755 -0.47147
H -1.31337 -5.37560 -1.92186
H -1.54519 -3.03497 -1.15321
H -1.91122 -3.15298 3.25841
H -4.17088 -2.84086 4.18919
H -5.71766 -1.18498 3.17849
H -4.96748 0.13406 1.21023
H -2.71252 -0.21299 0.27745
O 3.79078 -1.80517 -0.39630
S 2.52677 -2.59987 -0.58160
C 3.04538 -4.07646 -1.54839
C 2.69967 -3.85575 -3.02457
C 2.53830 -2.34707 -3.21502
C 1.70506 -1.89602 -2.02801
H 2.57523 -4.96053 -1.11695
H 4.11991 -4.11230 -1.36685
H 1.74814 -4.34520 -3.25087
H 3.45835 -4.28854 -3.68076
H 2.05768 -2.09765 -4.16327
H 3.51060 -1.84981 -3.18717
H 0.69923 -2.32371 -2.04555
H 1.61652 -0.81421 -1.85873
S 8.41744 2.53553 1.12797
C 6.83691 2.03488 1.01137
N 5.72673 1.68703 0.93081
N 1.15696 1.08814 -1.07482
P 0.28713 2.24582 -0.61151
C -1.53343 2.10576 -0.95314
C -2.54953 2.76049 -0.26267
C -3.88356 2.54116 -0.58460
C -4.21599 1.65734 -1.60229
C -3.20970 0.98876 -2.28899
C -1.88009 1.20833 -1.95954
C 0.66109 3.89797 -1.37235
C 1.76731 3.93351 -2.21305
C 2.14733 5.11559 -2.83655
C 1.41592 6.27636 -2.62743
C 0.30524 6.25086 -1.79200
C -0.06643 5.06794 -1.16863
C 0.26984 2.66790 1.18255
C -0.47266 1.86786 2.05060
C -0.36075 2.00930 3.42392
C 0.50437 2.95962 3.95193
C 1.25372 3.76104 3.10187
C 1.13723 3.61413 1.72481
H -2.30286 3.42036 0.56176
H -4.66424 3.04576 -0.02644
H -5.25659 1.47336 -1.84424
H -3.46544 0.27720 -3.06573
H -1.07470 0.66537 -2.44314
H 2.31433 3.00673 -2.35444
H 3.01971 5.13222 -3.47913
H 1.71162 7.20143 -3.10903
H -0.26737 7.15587 -1.62273
H -0.92822 5.06025 -0.51150
H -1.12840 1.10669 1.64509
H -0.92017 1.35024 4.07641
H 0.61080 3.05984 5.02571
H 1.94559 4.48894 3.50882
H 1.74163 4.22933 1.06761
```

Summary:
2S+1   1
M   704.89 g mol⁻¹
Energy above the lowest of the compared OMol25 structures with the same formula, charge and spin   0.023 eV
Total charge   -2
Lowest unoccupied orbital energy   4.09 eV
Gap between HOMO and LUMO   6.5 eV
E_HOMO   -2.422 eV
Total energy   -3578.6235 a.u.

The following is a DFT calculation (ωB97M-V with the def2-TZVPD basis set) of a structure of composition C37H34N4O4PSiZr.

```
82
Properties=species:S:1:pos:R:3
Zr 0.82642 -1.30745 -0.57246
C -3.74198 2.08300 -4.43467
C -3.76855 2.96388 -3.21462
C -4.60102 4.07794 -3.18854
C -4.66213 4.91007 -2.08019
C -3.87990 4.62914 -0.97284
C -3.03629 3.52660 -0.98464
C -2.96032 2.68624 -2.09465
P -1.95007 1.15539 -2.13556
C -1.23031 1.15967 -0.44007
C -2.18329 0.56005 0.59695
C -2.31987 1.19135 1.91810
C -1.39659 2.06407 2.31927
C -0.30613 2.44928 1.43983
C -0.23322 2.12151 0.13790
C 0.91748 2.63142 -0.67891
C -0.53736 1.63522 -3.18964
C -0.40984 2.88726 -3.78578
C 0.72231 3.22431 -4.50988
C 1.74837 2.29185 -4.62684
C 1.61898 1.03456 -4.06657
C 0.46755 0.65825 -3.35686
C 0.33990 -0.68200 -2.76978
H -4.51453 2.38121 -5.14348
H -3.90014 1.03661 -4.16473
H -2.77543 2.13451 -4.94009
H -5.21906 4.28934 -4.05422
H -5.32250 5.76867 -2.08270
H -3.91901 5.26484 -0.09676
H -2.43236 3.32453 -0.10953
H -3.07310 0.10610 0.17267
H -3.18497 0.94864 2.52066
H -1.46090 2.52598 3.29678
H 0.46917 3.08754 1.85001
H 1.62212 3.14521 -0.02483
H 0.59837 3.32072 -1.45960
H 1.45074 1.82213 -1.18471
H -1.19282 3.62596 -3.65366
H 0.81026 4.20456 -4.96170
H 2.65083 2.54544 -5.17131
H 2.41638 0.30756 -4.16782
H 1.04241 -1.37809 -3.23782
H -0.68178 -1.05676 -2.87655
C 3.88788 -1.69148 -0.73211
O 2.67253 -1.36091 -1.34276
H 4.20514 -0.91124 -0.03009
H 4.67425 -1.81846 -1.48525
H 3.82264 -2.63148 -0.16975
C -2.27473 -0.94993 4.89697
C -1.29769 -0.09256 5.38143
C -0.06647 -0.01633 4.74155
C 0.21592 -0.79255 3.61877
C -0.77995 -1.65189 3.14920
C -2.01423 -1.73004 3.77657
Si 1.86819 -0.68448 2.73595
C 2.93354 -2.15047 3.22692
C 3.82057 -2.07443 4.30123
C 4.59732 -3.16424 4.67172
C 4.50303 -4.35385 3.96229
C 3.63021 -4.44974 2.88665
C 2.85221 -3.35758 2.52824
H -3.23889 -1.00895 5.38785
H -1.49667 0.52154 6.25195
H 0.68469 0.67154 5.11810
H -0.60721 -2.25895 2.26552
H -2.77510 -2.39550 3.38682
H 2.54755 0.53007 3.27209
H 3.91462 -1.14441 4.85374
H 5.28312 -3.08295 5.50671
H 5.11515 -5.20278 4.24192
H 3.56217 -5.36750 2.31527
H 2.18621 -3.45209 1.67654
O -1.29902 -1.36607 -0.49309
N -1.01597 -0.19437 0.22153
O 1.66357 -0.65191 1.13926
O 0.85281 -3.41579 -0.36002
N 0.11983 -4.06734 -1.21892
C 0.61240 -5.18535 -1.64435
C 1.86736 -5.70716 -1.16993
N 2.85935 -6.13908 -0.78310
C -0.14977 -5.95455 -2.58337
N -0.74439 -6.60303 -3.32220
```

Summary:
2S+1   1
M   748.99 g mol⁻¹
Energy above the lowest of the compared OMol25 structures with the same formula, charge and spin   0.757 eV
Total charge   -1
Lowest unoccupied orbital energy   2.22 eV
Gap between HOMO and LUMO   7.2 eV
E_HOMO   -5.003 eV
Total energy   -2628.3301 a.u.